[1]
The following is a quantum chemistry calculation of a molecular structure, C6H15B3ClNO9PS, from the Open Molecules 2025 dataset.

The value obtained for the total energy is -2243.96969 hartree. The value obtained for the highest occupied orbital energy is 2.77 eV. As for the HOMO-LUMO gap: 1.5 eV. The LUMO energy comes out at 4.22 eV.

The geometry in ORCA input format:
```
! wB97M-V def2-TZVPD RIJCOSX def2/J DEFGRID3
* xyz -3 1
C -0.880 -0.080 -0.776
H -3.752 2.411 -1.329
O 0.667 -5.330 4.686
H 4.253 2.009 0.148
O 0.493 -0.811 1.344
C 4.062 0.949 -0.107
H 2.128 -1.348 2.833
H 4.760 0.367 0.504
H -0.710 0.797 -1.413
C 5.489 1.255 -2.091
S -5.880 1.488 -1.660
O -5.547 1.085 -3.055
O 2.296 0.625 1.728
O -0.201 -2.960 4.778
C -4.211 1.540 -0.845
O 1.623 0.213 -0.491
C -3.379 0.283 -1.097
H 6.034 1.836 -1.341
H -2.192 1.010 0.559
P 0.516 -4.010 3.909
H -0.965 -0.942 -1.450
H -2.932 0.392 -2.086
O 1.887 -3.447 3.502
H -4.039 -0.587 -1.101
O -6.354 2.891 -1.515
H 3.475 0.931 -2.050
H -2.437 -0.731 0.594
B 0.414 -0.261 0.089
B 1.641 -0.581 2.081
C -2.227 0.113 -0.065
Cl -7.652 -0.192 -0.633
H 6.170 0.490 -2.479
B 2.609 0.587 0.389
H 5.253 1.935 -2.916
O -0.328 -4.314 2.655
H -4.377 1.723 0.217
N 4.290 0.663 -1.517
*
```

---

[2]
The following is a quantum chemistry calculation of a molecular structure, C54H42BrN7O3P2S2Se2Sn, from the Open Molecules 2025 dataset.

The value obtained for the total energy is -11762.42507 hartree. The value obtained for the highest occupied orbital energy is -2.62 eV. As for the HOMO-LUMO gap: 6.2 eV. The LUMO energy comes out at 3.61 eV.

The geometry in ORCA input format:
```
! wB97M-V def2-TZVPD RIJCOSX def2/J DEFGRID3
* xyz -2 1
H 1.480 -3.037 4.341
H 5.924 -5.969 -2.442
C 3.391 0.753 3.212
H 0.350 3.332 -2.731
C -0.397 2.354 4.874
H -3.831 1.899 5.139
C 0.799 -0.791 -1.698
H 6.481 -1.758 -1.896
C -1.651 -1.418 -3.782
H 1.555 2.987 5.508
C -4.359 0.991 2.978
H -2.115 5.889 0.235
H 1.880 -4.882 -0.925
C 3.698 -3.449 -2.814
H -7.567 2.061 3.378
C 1.067 -4.675 -2.895
C -1.283 3.973 7.018
Se 1.807 -2.547 -5.275
H -5.256 -3.322 0.096
N 1.824 -2.485 -0.726
N -3.052 1.311 3.357
H 2.559 -0.125 -3.946
O 2.682 -0.423 2.896
C 0.082 3.861 6.766
H 0.082 -4.682 -4.789
P 1.960 -3.113 -3.248
H -0.423 -0.809 5.260
H -3.146 -2.748 -4.547
H -2.885 -1.973 -6.880
C -2.421 -1.978 -4.784
C -6.758 1.422 3.043
C -6.191 -1.691 1.119
H -0.557 -2.571 5.547
H -7.208 -1.985 0.882
C -0.979 7.837 -1.170
C -4.624 -0.169 2.170
H -8.054 -0.028 2.146
P -0.006 0.468 -2.679
C 1.219 -5.314 -1.662
N 0.815 -0.607 -0.364
H 2.767 1.439 3.794
C -5.436 1.784 3.338
C 1.004 6.392 -0.997
S 1.706 2.813 0.664
H -2.960 -2.555 0.721
H 2.630 5.030 -0.733
H 2.258 4.778 -3.376
C 0.499 3.076 5.728
H 3.574 -5.567 -3.103
C -2.279 -1.538 -6.094
C 1.252 -2.210 3.649
C -3.830 -1.989 1.030
C -2.932 1.869 4.503
C 4.213 -4.739 -2.823
Sn -0.153 1.195 1.648
Se -1.548 1.498 -1.704
C 1.345 1.522 -3.293
O -0.143 -2.019 3.593
C 0.189 -5.191 -3.839
H 2.833 -1.266 4.778
H -3.252 3.422 6.466
O 0.134 1.606 3.989
C 5.534 -4.959 -2.461
C -1.366 -0.540 -6.397
H 4.123 -1.368 -2.504
C 2.063 -0.978 4.041
H 4.507 1.302 -4.480
H -1.826 -1.692 4.642
S -1.504 3.433 1.394
N -3.590 -0.911 1.727
H -1.761 -1.738 -2.752
C 1.584 5.218 -0.530
H 1.544 -2.466 2.633
C -5.125 -2.426 0.690
H -1.212 -6.745 -4.301
C 3.503 3.128 -3.954
Br -1.880 5.058 8.477
C -0.355 6.642 -0.716
H 7.376 -4.066 -1.825
C 2.332 3.704 -3.487
C 5.845 -2.597 -2.151
C -0.529 -6.347 -3.561
C -0.755 -1.759 4.828
H 4.356 3.753 -4.188
C -0.503 4.511 0.472
C -5.972 -0.525 1.885
N 2.427 8.031 -2.380
C 2.509 0.947 -3.796
C -0.737 -0.412 -4.087
C -0.598 0.032 -5.394
C 0.865 4.259 0.184
C 1.780 7.310 -1.756
C -0.371 -6.987 -2.342
C -1.073 5.702 0.012
C 1.256 2.899 -3.139
H -0.924 -7.894 -2.129
H 0.795 4.378 7.394
H -5.260 2.718 3.854
C -7.035 0.274 2.358
C 3.591 1.750 -4.115
N 1.426 -1.633 0.190
H 3.670 1.235 2.277
C 4.524 -2.374 -2.497
C 0.499 -6.466 -1.393
C 6.348 -3.891 -2.117
H 0.118 0.812 -5.621
H 1.418 -0.220 4.494
N -1.487 8.803 -1.538
H -1.259 -0.200 -7.420
C -2.196 3.306 6.251
C 1.457 -2.004 -1.940
H 0.618 -6.956 -0.435
H 4.299 0.516 3.789
C -1.809 2.500 5.164
*
```

---

[3]
The following is a quantum chemistry calculation of C3H4N2OS in the gas phase, from the Open Molecules 2025 dataset.

The value obtained for the total energy is -699.54645 hartree. The value obtained for the highest occupied orbital energy is -8.86 eV. As for the HOMO-LUMO gap: 9.6 eV. As for the SMILES: C1=NOC=NSC1. The LUMO energy comes out at 0.71 eV. The value obtained for the relative energy (zero: lowest compared OMol25 entry of this formula, charge and spin) is 330.0 kJ/mol.

The geometry in ORCA input format:
```
! wB97M-V def2-TZVPD RIJCOSX def2/J DEFGRID3
* xyz 0 1
C 0.103 1.359 -1.221
H 0.213 -2.208 0.879
N -0.499 1.059 0.950
C -0.577 -0.193 1.174
H -0.092 2.313 -1.645
H -1.375 -0.555 1.802
H 1.432 -0.929 0.607
S -0.026 -1.313 -1.293
C 0.346 -1.205 0.506
N -0.091 0.265 -1.838
O 0.566 1.408 0.079
*
```

---

[4]
The following is a quantum chemistry calculation of 20 unconnected molecules or ions with the total composition C23H86BBrN2O23PS4, from the Open Molecules 2025 dataset.

The value obtained for the total energy is -7300.16793 hartree. The value obtained for the highest occupied orbital energy is -11.15 eV. As for the HOMO-LUMO gap: 6.5 eV. The LUMO energy comes out at -4.62 eV. The value obtained for the relative energy (zero: lowest compared OMol25 entry of this formula, charge and spin) is 595.7 kJ/mol.

The geometry in ORCA input format:
```
! wB97M-V def2-TZVPD RIJCOSX def2/J DEFGRID3
* xyz 1 1
H 7.065 6.372 -2.673
H -3.005 -6.168 0.053
O -2.567 -8.213 -1.133
O 0.967 3.723 -1.949
H -0.746 10.536 2.635
O -0.269 5.501 4.032
O 5.363 6.286 -3.826
H -3.089 -2.383 1.256
N 0.340 -3.853 3.734
H -6.305 -1.382 -1.208
H -0.384 4.743 0.188
H 0.304 3.476 1.237
C 5.980 -1.698 3.392
B -0.573 -2.823 3.047
C 2.133 -11.090 0.906
H -1.846 2.841 1.713
O 2.369 6.147 -4.379
C 0.068 3.912 -3.026
H -0.110 -3.692 1.275
C -1.432 2.753 -6.966
H 3.044 -11.000 1.502
H 6.087 -1.111 2.477
H 1.103 -1.948 5.543
O 1.395 -6.362 3.320
H -1.503 3.818 -7.200
C -5.003 6.642 -4.280
C 4.280 1.098 2.023
H -0.556 -8.622 -1.276
H 0.077 7.520 3.953
C 2.260 -3.226 -1.067
H -4.610 -1.227 -1.737
H -1.078 2.200 -7.840
C 6.915 -2.707 -0.502
H -1.647 10.402 1.093
H 2.231 8.040 -3.586
C -1.467 -8.711 -1.872
C -1.517 -1.736 3.916
O -4.464 -3.973 3.727
S 1.185 -0.704 4.898
H 4.387 1.684 1.108
N -2.672 -1.122 3.100
P -2.214 -2.384 5.608
S 0.095 0.342 2.361
H -1.348 -2.535 7.726
H 5.192 1.187 2.619
H -1.645 -9.758 -2.131
C -0.541 3.743 0.598
C 1.457 -7.775 3.387
H 2.240 -10.504 -0.009
O -5.175 0.013 -0.205
Br -4.193 -1.397 6.123
O 0.331 -2.997 -3.743
C -2.890 0.253 3.248
H 0.331 2.904 -6.175
H -2.489 -4.746 -0.907
H 1.955 -12.137 0.647
O -1.733 3.741 1.363
H -4.535 7.099 -5.155
C 1.950 7.494 -4.490
H -6.089 6.668 -4.395
H 1.983 -8.075 4.296
H 4.103 0.051 1.764
H -7.086 3.927 -2.423
H 1.831 4.063 -2.235
H 0.664 6.585 2.553
H -0.468 4.784 3.405
H 7.182 7.126 -4.294
H 4.810 -1.739 4.938
H -1.360 -8.125 -2.788
H 1.980 -8.159 2.507
H 3.336 6.155 -4.278
O -1.875 -4.772 1.056
H 7.270 -3.260 -1.375
H 0.495 9.601 0.951
H 6.891 -1.608 3.988
H 2.311 -6.036 3.303
H -1.923 9.217 2.397
H -5.976 0.490 0.071
O -0.535 -2.829 1.556
H 0.677 -0.977 -3.822
C 6.539 6.965 -3.425
H 1.776 -2.057 0.403
S -4.985 -2.793 2.840
H 5.802 -2.744 3.133
H 1.447 -3.930 -0.876
C -1.175 9.844 1.905
H -0.917 3.539 -2.736
C -6.328 3.150 -2.301
H 0.164 -4.751 3.224
H -5.515 3.304 -3.015
S -1.685 0.796 4.627
C 0.452 -1.806 -4.498
O 7.814 -2.897 0.576
H -0.488 -1.605 -5.017
H 0.422 3.360 -3.899
H -7.258 1.875 -3.428
H -1.310 -6.012 -0.476
O 4.880 -1.200 4.132
H -5.789 0.039 -2.168
H 1.963 -2.509 -1.836
O -0.533 2.563 -5.889
H 0.132 -3.713 -4.369
H -2.637 -8.753 -0.327
H 1.090 1.311 2.703
H 3.143 -3.775 -1.404
H 0.864 7.520 -4.605
H -5.930 3.188 -1.284
H 6.262 7.931 -2.996
O -1.136 -1.933 6.928
H 0.441 -8.174 3.407
H -1.088 6.893 2.758
H -5.958 -2.015 3.540
H -4.721 7.187 -3.376
H -3.629 0.951 2.667
H -0.633 3.026 -0.222
H -2.417 2.379 -6.677
H -2.676 -4.295 1.331
C -0.148 6.692 3.276
H -4.150 -0.849 1.537
H 0.963 -11.132 2.452
H 1.320 -3.517 3.496
C -3.605 -1.754 2.093
H -3.617 5.303 -4.068
O -4.584 5.294 -4.169
H 5.640 5.434 -4.202
H 3.111 1.056 3.569
H 5.930 -3.081 -0.212
C -5.492 -0.678 -1.399
O -0.153 9.017 1.380
H 1.264 -1.913 -5.222
C -0.441 -0.454 4.005
H 6.844 -1.642 -0.735
C -2.192 -5.463 -0.138
O 1.033 -10.592 1.646
O 2.578 -2.535 0.127
H -0.003 4.978 -3.259
H 2.418 7.952 -5.365
O -6.914 1.879 -2.519
O 3.181 1.595 2.763
O -5.763 -3.462 1.658
H 8.678 -2.556 0.290
*
```

---

[5]
The following is a quantum chemistry calculation of a molecular structure, C11H12AsF3N2O4S6Zn, from the Open Molecules 2025 dataset.

The value obtained for the total energy is -7540.86077 hartree. The value obtained for the highest occupied orbital energy is -0.83 eV. As for the HOMO-LUMO gap: 4.6 eV. The LUMO energy comes out at 3.82 eV. The value obtained for the relative energy (zero: lowest compared OMol25 entry of this formula, charge and spin) is 107.4 kJ/mol.

The geometry in ORCA input format:
```
! wB97M-V def2-TZVPD RIJCOSX def2/J DEFGRID3
* xyz -2 1
C -1.223 1.941 -2.060
O -0.486 1.393 1.717
O -2.560 0.158 1.769
H 4.338 -1.321 2.695
S 0.266 -5.354 3.386
H -1.663 1.296 -4.667
H -0.855 2.296 -1.100
C 4.177 -0.636 0.666
F -3.756 2.337 3.344
H -0.142 0.443 -4.921
O -2.462 2.317 0.595
H 0.725 1.328 -2.761
As -1.188 -3.859 2.922
H -2.052 2.582 -2.366
S -1.913 0.301 -1.704
F -1.876 1.767 4.258
O -0.985 -0.319 -0.711
C -0.835 0.796 -4.156
H 5.237 -0.473 0.516
H 1.833 -1.649 2.913
N 4.077 0.490 -2.670
H 1.177 -0.425 -0.920
C -2.424 2.337 3.190
S -1.140 -3.365 0.719
C 3.683 -1.097 1.866
C -0.191 1.764 -3.167
Zn -0.761 -1.228 1.481
S -3.193 -4.227 3.517
C -1.362 -0.361 -3.312
S -1.940 1.470 1.648
C 3.724 0.099 -1.646
N 1.456 -1.029 1.014
S -0.502 -1.863 3.718
H 0.079 2.715 -3.629
C 1.919 -0.600 -0.153
H -2.170 -0.931 -3.765
H -0.568 -1.052 -3.022
C 3.275 -0.385 -0.367
C 2.309 -1.279 2.005
F -2.025 3.624 3.157
*
```

---

[6]
The following is a quantum chemistry calculation of a molecular structure, C34H35IrN2O, from the Open Molecules 2025 dataset.

The value obtained for the total energy is -1605.37005 hartree. The value obtained for the highest occupied orbital energy (alpha / beta) is -5.49 / -7.52 eV. As for the HOMO-LUMO gap (alpha / beta): 6.1 / 6.0 eV. The LUMO energy (alpha / beta) comes out at 0.60 / -1.54 eV. The value obtained for the relative energy (zero: lowest compared OMol25 entry of this formula, charge and spin) is 54.8 kJ/mol.

The geometry in ORCA input format:
```
! wB97M-V def2-TZVPD RIJCOSX def2/J DEFGRID3
* xyz 0 5
H -0.903 -0.939 2.081
N -0.180 -3.752 -2.106
N -0.892 1.564 2.752
C -1.439 0.154 -1.675
C -3.973 0.134 4.232
H 3.838 -3.358 -0.601
C -0.481 1.989 -0.670
C -2.966 1.048 3.960
H -4.831 0.441 4.828
H -4.683 -1.896 3.951
H -3.257 0.080 -5.387
H 2.613 -0.377 -2.395
H 3.558 -1.889 -2.564
C -2.775 -1.582 2.994
Ir 0.800 0.302 -1.070
H -2.676 -2.605 2.629
C 2.721 1.082 -0.145
C 3.351 -1.045 -1.904
O 1.722 -2.607 -3.006
C 0.105 3.790 5.533
H 3.330 1.413 -0.992
C 0.979 -2.974 -2.022
C 0.187 3.707 2.742
H -1.084 0.467 -6.591
H -1.906 0.681 0.475
C -2.382 -0.532 -5.147
H 0.407 -1.557 -1.035
C 1.295 -2.240 -0.762
H -2.053 -4.022 -2.873
H 0.665 -2.782 -4.414
C -1.159 -0.318 -5.821
H 4.267 -0.455 -1.693
C -1.845 0.681 3.156
H 1.173 5.666 5.334
H 2.837 2.813 1.212
C 2.303 -0.341 0.151
C -1.438 -3.168 -2.586
H 4.630 -2.108 0.362
H -0.989 1.931 5.424
H -1.964 -2.694 -1.736
H -2.125 -0.661 -1.909
C 0.705 4.832 4.810
H 1.008 -2.731 0.186
C 2.051 0.927 2.054
H 0.112 3.808 6.624
H 1.962 1.259 3.091
C 0.010 1.947 -2.033
C 2.462 1.808 1.038
C -0.499 2.732 4.871
H 0.035 -4.677 -2.491
C -2.468 -1.526 -4.181
H 0.726 2.628 -2.476
C -0.450 2.643 3.449
C 2.703 -1.567 -0.609
H 0.256 3.614 1.655
C -0.183 -2.136 -4.573
C -3.886 -1.180 3.749
C -1.776 -0.668 2.688
C -0.061 -1.140 -5.542
H -3.422 -1.720 -3.690
H -0.246 2.755 0.055
C 1.908 -0.345 1.567
H 1.153 5.610 2.831
C -1.325 -2.233 -3.786
H 0.885 -1.016 -6.075
C 0.717 4.798 3.411
H -3.017 2.070 4.338
C -0.600 0.800 -2.668
H 1.524 -1.237 2.083
C -1.389 0.899 -0.465
H -0.540 0.533 -3.718
C 3.653 -2.537 0.102
H 3.212 -2.994 0.993
*
```